This record from the Open Molecules 2025 dataset describes 2 unconnected molecules or ions with the total composition C2H8NOP. The level of theory is ωB97M-V with the def2-TZVPD basis set.

The calculation puts the total energy at -552.2537 a.u. For the energy above the lowest of the compared OMol25 structures with the same formula, charge and spin, the calculation gives 340.94 kJ/mol. The value obtained for the LUMO energy is -0.14 eV. The SMILES is [H]/N=P/CC.O. Its gap between HOMO and LUMO is 8.4 eV.

Structure (XYZ):
```
13
C2H8NOP | the Open Molecules 2025 dataset | ωB97M-V with the def2-TZVPD basis set
P 1.0523 0.6927 -0.7473
O 1.7508 -1.9986 0.4384
N 1.5887 2.0443 -0.0398
C -1.4434 -0.4803 -0.6896
C -0.6522 0.4381 0.2071
H 2.2254 -2.0567 -0.2924
H 2.5945 2.1174 -0.0026
H -1.1458 1.3889 0.1358
H -2.2064 -1.0446 -0.0858
H -1.9986 0.1174 -1.3320
H -0.3326 0.0161 1.1169
H -0.8174 -1.1736 -1.2370
H 2.1311 -3.0000 0.5264
```

Löwdin atomic charge list, values in e, 2 entries:
1 P 0.8628
2 O -0.1023

This record from the Open Molecules 2025 dataset describes a single C3H7N3O molecule. The level of theory is ωB97M-V with the def2-TZVPD basis set.

The calculation puts the total energy at -357.9404 a.u. For the energy above the lowest of the compared OMol25 structures with the same formula, charge and spin, the calculation gives 287.30 kJ/mol. The value obtained for the LUMO energy (alpha / beta) is 0.29 / 0.29 eV. The SMILES is C=N/C(N)=C(\[NH3+])[O-]. Its gap between HOMO and LUMO (alpha / beta) is 6.9 / 6.9 eV.

Structure (XYZ):
```
14
C3H7N3O | the Open Molecules 2025 dataset | ωB97M-V with the def2-TZVPD basis set
O 1.5595 1.7240 -0.3144
N 1.3832 -0.2518 0.9473
N -1.2072 1.5548 -1.1875
N -1.2875 -0.5560 -0.0985
C -0.8269 -1.7535 -0.0957
C -0.5270 0.5354 -0.4636
C 0.7904 0.7802 -0.1612
H 1.8107 0.3788 1.6290
H 0.1601 -2.0244 -0.4952
H -2.2052 1.3880 -1.1262
H 0.6826 -0.8592 1.3825
H -1.4675 -2.5657 0.2454
H -0.9919 2.4746 -0.8128
H 2.1268 -0.8253 0.5508
```

Löwdin atomic charge list, values in e, 2 entries:
1 O -0.0097
2 N 0.1971

This record from the Open Molecules 2025 dataset describes 2 unconnected molecules or ions with the total composition C5H8N2S. The level of theory is ωB97M-V with the def2-TZVPD basis set.

The calculation puts the total energy at -702.8599 a.u. For the energy above the lowest of the compared OMol25 structures with the same formula, charge and spin, the calculation gives 446.66 kJ/mol. The value obtained for the LUMO energy is -0.17 eV. Its gap between HOMO and LUMO is 9.1 eV.

Structure (XYZ):
```
16
C5H8N2S | the Open Molecules 2025 dataset | ωB97M-V with the def2-TZVPD basis set
S -2.5110 0.5870 0.6470
N -3.8439 -1.0532 -0.7842
N 0.2164 0.7696 -1.0557
C -3.9764 -0.3189 0.2752
C -1.7667 -0.0724 -0.7763
C 0.7224 1.5872 0.0380
C 1.3387 0.9916 1.2367
C -2.5723 -0.9380 -1.4167
H 1.9607 1.7605 1.6916
H -2.4186 -1.3088 -2.3991
H 0.4670 0.7731 2.0416
H -4.7944 -0.1381 0.9215
H 1.4342 2.3093 -0.5685
H 0.7068 -0.1200 -1.0291
H 1.9107 0.0706 1.0991
H -0.0294 2.3950 0.3042
```

Löwdin atomic charge list, values in e, 2 entries:
1 S 0.9248
2 N -0.0340

This record from the Open Molecules 2025 dataset describes a molecular structure, C20H18Br9N3O4. The level of theory is ωB97M-V with the def2-TZVPD basis set.

The calculation puts the total energy at -24403.4366 a.u. The value obtained for the LUMO energy is -0.85 eV. Its gap between HOMO and LUMO is 7.0 eV.

Structure (XYZ):
```
54
C20H18Br9N3O4 | the Open Molecules 2025 dataset | ωB97M-V with the def2-TZVPD basis set
Br 19.5853 15.2881 23.3549
Br 19.6957 17.1445 25.3226
Br 19.8043 14.1975 26.2149
Br 22.1458 15.7786 25.3427
Br 21.1664 19.4277 27.1853
Br 22.5061 15.9838 22.0398
Br 17.2186 16.0376 26.3049
Br 17.8670 18.9374 27.2226
Br 16.9278 12.8466 25.3883
O 22.3215 20.7492 25.4748
O 19.1350 17.5626 23.4562
O 18.6173 19.6619 23.4893
O 20.8436 19.8827 24.3076
N 22.0212 19.9243 24.6348
N 22.0813 13.0773 22.6137
N 19.2339 18.7178 23.0432
C 22.8836 12.0065 22.4094
C 23.4581 11.3307 23.4859
C 21.6868 18.0952 20.2695
C 21.8281 13.4560 23.8877
C 22.4509 12.8468 24.9705
C 24.2694 18.9212 24.8824
C 20.8865 20.2417 21.8383
C 21.2984 16.2477 23.6157
C 23.9956 17.6224 22.4072
C 25.1423 17.5158 23.1364
C 21.8197 20.4230 20.8951
C 25.2671 18.1132 24.3835
C 18.0064 14.4852 25.3732
C 19.5661 18.8439 26.1867
C 20.7655 17.8873 21.2715
C 23.0196 18.4383 22.8892
C 23.1176 19.0516 24.1393
C 23.3615 11.8463 24.7721
C 20.3196 18.9675 22.0633
C 22.2444 19.3553 20.1390
H 18.1320 14.7849 24.3327
H 20.3689 16.8911 21.4013
H 23.8842 11.4568 25.6332
H 23.1093 11.6859 21.4031
H 21.1169 14.2684 23.8642
H 24.1607 10.5255 23.3300
H 20.5862 21.0588 22.4776
H 22.1481 18.5819 22.2677
H 22.2147 21.4020 20.6676
H 22.9553 19.4357 19.3300
H 19.4779 19.5706 25.3791
H 23.8254 17.1497 21.4512
H 20.9934 17.2884 23.7258
H 21.9898 17.3465 19.5525
H 24.4719 19.4863 25.7802
H 26.2087 18.0630 24.9100
H 22.2744 13.1887 25.9796
H 25.8751 16.9439 22.5866
```

Löwdin atomic charge list, values in e, 2 entries:
1 Br 0.9546
2 Br 0.7252

This record from the Open Molecules 2025 dataset describes a molecular structure, C38H38Cl3N5OPdS2. The level of theory is ωB97M-V with the def2-TZVPD basis set.

The calculation puts the total energy at -4124.6898 a.u. For the energy above the lowest of the compared OMol25 structures with the same formula, charge and spin, the calculation gives 36.94 kJ/mol. The value obtained for the LUMO energy is 0.36 eV. Its gap between HOMO and LUMO is 7.0 eV.

Structure (XYZ):
```
88
C38H38Cl3N5OPdS2 | the Open Molecules 2025 dataset | ωB97M-V with the def2-TZVPD basis set
Pd -2.2463 0.0129 0.6279
Cl 5.3498 2.4013 -3.1276
Cl 4.6559 -1.5742 2.4391
Cl 2.9808 3.0295 4.5823
S 5.1418 0.1222 -5.0267
S -1.3444 -1.6112 2.1071
O 5.6981 -0.6616 -0.3542
N 2.0792 -0.7424 -0.9225
N -3.4234 1.4472 -0.0970
N -3.6401 -1.2149 -0.3395
N 0.0262 -0.0348 -0.5350
N -1.3173 2.0208 1.5560
C 3.4022 2.1119 3.1719
C 5.6712 -1.4487 -4.5868
C -0.7749 -3.1784 1.5212
C 4.3832 -0.1323 -0.3629
C 3.6784 1.9528 0.8130
C -3.5309 2.6107 0.6354
C -5.0707 1.8409 -1.9083
C 3.7959 0.7924 3.3188
C -2.5120 4.0528 2.3185
C 5.6097 0.7407 -3.4966
C 0.3153 -4.6648 -0.0598
C -4.4788 -2.0376 0.5729
C 0.1840 -5.7358 0.8114
C 0.3025 0.0939 -1.8764
C 6.1815 -1.4756 -3.3302
C -5.9847 1.2906 -2.7874
C -4.5032 -0.3525 -1.1638
C -0.8895 1.6546 2.9142
C -2.4795 2.9135 1.5342
C -0.2274 2.6772 0.8270
C -4.3215 1.0216 -1.0424
C 3.4041 -1.2676 -0.6560
C 1.5748 -0.3312 -2.1358
C 4.0706 0.6215 0.9094
C -4.6503 3.4612 0.6603
C 1.1142 -0.5330 0.0012
C -3.6056 4.9084 2.2944
C -6.1963 -0.0793 -2.8414
C 4.1332 0.0649 2.1892
C -0.9110 -4.2744 2.3858
C -0.4351 -5.5294 2.0393
C -4.6757 4.5858 1.4697
C -5.4374 -0.9020 -2.0255
C 6.1533 -0.2025 -2.6794
C 6.5770 0.0068 -1.2547
C 3.3488 2.7085 1.9266
C -2.8793 -2.1198 -1.2459
C -0.1537 -3.4014 0.2877
H 3.6267 2.4069 -0.1715
H -4.9139 2.9105 -1.8953
H 0.6051 2.0029 0.6829
H -0.5930 2.5249 3.5107
H -3.5690 -2.7096 -1.8523
H 6.6300 1.0735 -1.0221
H -2.2475 -1.5235 -1.8967
H 4.2739 0.5812 -1.1838
H -0.5932 3.0050 -0.1452
H 3.8443 0.3344 4.2973
H -0.0341 0.9820 2.8430
H 0.7874 -4.8069 -1.0262
H -5.5613 5.2121 1.4622
H 5.5860 -2.2667 -5.2869
H 3.3443 -1.9635 0.1758
H -2.2739 -2.7871 -0.6471
H -0.0490 -2.5863 -0.4177
H -5.1372 -1.3743 1.1281
H 7.5582 -0.4283 -1.0796
H 6.5684 -2.3713 -2.8593
H -0.4267 0.4903 -2.5675
H -0.5537 -6.3534 2.7344
H -1.3956 -4.1194 3.3430
H -3.8381 -2.5734 1.2643
H -6.9263 -0.5024 -3.5188
H 1.2153 -0.8172 1.0405
H -5.5194 3.2247 0.0649
H 0.5513 -6.7175 0.5374
H -1.6700 4.2679 2.9676
H -5.5755 -1.9758 -2.0643
H -3.6296 5.7941 2.9152
H 3.7555 -1.8156 -1.5289
H 3.0512 3.7450 1.8319
H -5.0756 -2.7391 -0.0142
H -6.5429 1.9469 -3.4453
H 2.1563 -0.3974 -3.0434
H -1.6913 1.1304 3.4245
H 0.1205 3.5567 1.3837
```

Löwdin atomic charge list, values in e, 2 entries:
1 Pd 0.7613
2 Cl 0.6683